Record 1
DFT (ωB97M-V/def2-TZVPD) results for C5H13NO2 as an isolated structure in a non-equilibrium geometry.

Last column: natural (NBO) charge in e.
Element x y z (Å)
C 0.516 1.989 -0.064  -0.653
N -1.951 0.030 -0.276  -0.849
C -1.277 0.370 0.959  0.102
C -0.027 0.904 0.883  -0.162
C 0.540 -0.305 1.333  -0.183
C 0.547 -0.717 2.659  -0.499
H -0.225 2.770 -0.282  0.212
H 0.871 1.509 -0.978  0.240
H 1.353 2.523 0.379  0.230
H -1.663 0.705 -0.929  0.371
H -3.008 0.117 -0.217  0.369
H -1.827 0.054 1.833  0.202
H 1.079 -0.860 0.490  0.244
H -0.157 -0.253 3.450  0.186
H 1.209 -1.493 2.975  0.201
H -0.939 -2.490 -2.188  0.489
H -0.835 -1.187 -1.485  0.492
O -0.283 -1.755 -1.998  -0.968
H 2.671 -0.398 -2.664  0.474
H 1.292 -1.058 -2.014  0.509
O 2.113 -0.453 -1.866  -1.005

Properties
E_tot: -403.38652 Ha
strongest force on any atom: 5.17 eV/Å
energy above the lowest of the compared OMol25 structures with the same formula, charge and spin: 5.173 eV
molecular weight: 119.16 g mol⁻¹
HOMO-LUMO gap: 7.15 eV
E_HOMO: -6.6151 eV

Record 2
DFT (ωB97M-V/def2-TZVPD) results for C5H13NO2 as an isolated structure in a non-equilibrium geometry.

Last column: natural (NBO) charge in e.
Element x y z (Å)
C 0.468 -0.782 -0.704  -0.082
O 1.622 -1.337 -0.096  -0.736
C -0.310 0.176 0.200  -0.123
C -1.575 0.582 -0.557  -0.448
C -2.743 -0.357 -0.379  -0.167
C -2.837 -1.314 0.526  -0.412
N 0.724 1.491 0.280  -0.886
H -0.123 -1.564 -1.177  0.195
H 0.825 -0.113 -1.500  0.178
H 2.222 -0.599 0.105  0.498
H -0.581 -0.339 1.124  0.212
H -1.915 1.555 -0.181  0.223
H -1.283 0.809 -1.583  0.228
H -3.495 -0.382 -1.163  0.205
H -3.719 -1.933 0.577  0.208
H -1.920 -1.619 1.010  0.186
H 0.733 0.722 0.881  0.375
H 0.176 2.215 0.743  0.350
H 2.604 1.680 0.407  0.503
H 4.159 1.487 0.497  0.475
O 3.316 1.035 0.592  -0.985

Properties
E_tot: -403.40973 Ha
strongest force on any atom: 5.61 eV/Å
energy above the lowest of the compared OMol25 structures with the same formula, charge and spin: 4.541 eV
molecular weight: 119.16 g mol⁻¹
HOMO-LUMO gap: 10.86 eV
E_HOMO: -9.9205 eV

Record 3
DFT (ωB97M-V/def2-TZVPD) results for a 2-piece molecular cluster, C5H13NO2 overall in a non-equilibrium geometry.

Last column: natural (NBO) charge in e.
Element x y z (Å)
C -0.204 -0.523 2.517  -0.714
C 0.526 -0.652 1.224  0.680
N 0.594 0.302 0.261  -0.610
C -0.418 1.330 0.119  -0.219
C -1.509 0.973 -0.937  -0.423
C -0.866 0.234 -2.170  -0.614
O 1.089 -1.739 1.042  -0.670
H 0.435 -0.815 3.352  0.253
H -1.070 -1.217 2.448  0.245
H -0.718 0.412 2.743  0.211
H 1.095 0.066 -0.578  0.428
H -0.038 2.330 -0.195  0.198
H -0.846 1.427 1.118  0.204
H -2.154 1.740 -1.347  0.213
H -2.295 0.341 -0.512  0.197
H -1.086 -0.835 -2.187  0.217
H -1.319 0.711 -3.050  0.212
H 0.206 0.372 -2.213  0.197
H 2.195 -1.923 -0.528  0.500
H 3.534 -1.243 -0.223  0.470
O 2.849 -1.290 -0.883  -0.977

Properties
E_tot: -403.54330 Ha
strongest force on any atom: 2.00 eV/Å
structure (SMILES): CCCNC(C)=O.O
energy above the lowest of the compared OMol25 structures with the same formula, charge and spin: 0.906 eV
molecular weight: 119.16 g mol⁻¹
HOMO-LUMO gap: 10.46 eV
E_HOMO: -9.5956 eV

Record 4
DFT (ωB97M-V/def2-TZVPD) results for C5H13NO2 as an isolated structure.

Last column: natural (NBO) charge in e.
Element x y z (Å)
C 0.492 1.592 0.070  0.237
C -0.566 -1.360 0.655  0.268
C 0.884 1.963 -1.344  -0.635
C -1.865 -0.704 0.327  -0.677
C 0.028 -2.289 -0.359  -0.670
N 0.644 0.146 0.307  -0.324
O 0.580 -0.079 1.752  -0.710
O 1.307 2.268 0.993  -0.729
H 1.214 1.721 1.805  0.500
H 1.579 -0.132 -0.001  0.352
H -0.566 1.816 0.254  0.146
H -0.564 -1.803 1.642  0.217
H 0.278 1.414 -2.067  0.208
H 0.733 3.031 -1.499  0.230
H 1.940 1.742 -1.514  0.213
H -2.088 0.078 1.050  0.247
H 1.052 -2.557 -0.095  0.233
H -2.649 -1.466 0.410  0.233
H -1.878 -0.293 -0.682  0.213
H -0.561 -3.214 -0.338  0.231
H 0.006 -1.873 -1.366  0.215

Properties
E_tot: -403.37737 Ha
strongest force on any atom: 0.60 eV/Å
energy above the lowest of the compared OMol25 structures with the same formula, charge and spin: 5.422 eV
molecular weight: 119.16 g mol⁻¹
HOMO-LUMO gap: 8.87 eV
E_HOMO: -8.0491 eV